The following is a quantum chemistry calculation of C5H11NO2 in the gas phase, from OMol25.

```
19
Properties=species:S:1:pos:R:3:forces:R:3
C -0.4811 -0.5380 -0.5634 0.75 1.10 -0.32
C -0.4372 -1.3347 0.7246 1.96 2.11 1.46
C -1.6123 0.4906 -0.5677 0.06 0.09 0.01
N 0.8284 0.4216 2.3489 -0.95 0.10 -0.34
C 0.9558 0.0929 -0.7074 -0.97 0.81 -2.17
C 1.2146 1.3704 -1.0627 -0.27 -1.03 0.63
O 0.8249 -0.6607 1.4035 -0.43 -2.49 0.19
O -0.6541 -1.4147 -1.6812 0.14 0.00 -0.01
H -0.3659 -0.9180 -2.4654 -0.17 -0.23 0.31
H 0.6432 0.0424 3.2759 -0.04 -0.35 -0.10
H 1.8258 0.6480 2.3635 -0.33 -0.02 -0.23
H -1.2922 -1.2335 1.3941 0.02 -0.04 -0.20
H -0.1446 -2.3736 0.5578 0.11 0.26 0.24
H 1.7208 -0.6505 -0.9261 -0.11 0.00 0.30
H -1.6161 1.0528 -1.5071 0.07 -0.05 0.15
H -1.5225 1.1942 0.2644 0.07 -0.06 -0.04
H -2.5797 -0.0161 -0.4888 0.18 -0.04 0.02
H 2.1825 1.6497 -1.4636 0.03 -0.04 0.25
H 0.5097 2.1773 -0.8993 -0.11 -0.10 -0.17
```
Forces are in eV/Å.

Its gap between HOMO and LUMO is 9.71 eV. The calculation puts the lowest unoccupied orbital energy at 0.93 eV. Its spin multiplicity is 1. The HOMO energy is -8.78 eV. Its max |F| is 3.2 eV Å⁻¹. The value obtained for the energy above the lowest of the compared OMol25 structures with the same formula, charge and spin is 449.8 kJ/mol.

Results of the Mulliken charge analysis, in e, for atoms 1 through 8: 1.79 -0.75 -1.95 -0.54 -0.63 -0.67 -0.19 -0.61